Density functional theory data (the ωB97M-V functional and the def2-TZVPD basis) for a structure of composition C11H17BBr6NO11 at a distorted geometry.

The orbital gap (spin up / spin down) comes out at 8.70 / 4.07 eV. The calculated total energy comes out at -456628.184 eV. The multiplicity is 2. The calculation puts the HOMO energy (spin up / spin down) at -9.34 / -9.34 eV. Its largest force on an atom is 5.53 eV/Å. As for the expectation value of S²: 0.758. The molar mass comes out at 829.5 g mol⁻¹.

Geometry as XYZ:
```
47
C11H17BBr6NO11 (the ωB97M-V functional and the def2-TZVPD basis)
N 0.11693 -1.06384 0.64647
H -0.32573 -0.27251 0.20155
H 1.07771 -1.14848 0.34678
H -0.45428 -1.86386 0.41457
H -0.02138 -0.87649 1.62926
O -2.61231 7.19554 2.27257
C -2.05364 6.08959 2.22798
O -2.39353 5.27011 1.24839
B -1.77381 3.98050 1.49556
O -0.85407 4.17433 2.59268
C -1.05088 5.42259 3.09681
O -0.47180 5.88509 4.06779
O -2.82041 3.02929 1.88352
C -2.76234 1.92498 1.20807
O -3.44278 0.86801 1.35669
C -1.63189 2.05632 0.24162
O -1.08927 3.25205 0.44301
O -1.30197 1.23616 -0.57152
O -1.28207 -2.19369 2.65967
C -1.24052 -1.15675 3.41386
O -1.89164 -1.26646 4.43478
O -0.51829 -0.19126 3.13212
H -1.72017 -2.65094 3.38119
Br 2.99831 -1.38887 -0.14027
C 4.05414 0.33349 -0.44845
C 4.01097 1.14280 0.86817
Br 2.12543 1.82890 1.29490
H 3.75257 0.90543 -1.32597
H 5.06430 -0.05079 -0.58992
H 4.70756 1.97937 0.81341
H 4.33080 0.48081 1.67289
Br -1.20144 -4.28122 -0.02600
C -0.41583 -5.62559 -1.24556
C -1.48281 -6.53285 -1.80195
Br -2.55316 -7.49040 -0.48213
H 0.32878 -6.20689 -0.70176
H 0.21403 -5.12570 -1.98143
H -1.05419 -7.18803 -2.56031
H -2.11529 -5.77975 -2.27194
Br 1.41790 2.63451 -3.03386
C 1.58720 1.06135 -4.25303
C 0.39503 0.17303 -4.27209
Br 0.11036 -0.81481 -2.60599
H 2.57701 0.68663 -3.99237
H 1.76372 1.51391 -5.22879
H 0.49718 -0.55592 -5.07601
H -0.59443 0.60030 -4.43494
```